Molecular formula: C4H9BO2
Method: DFT, ωB97M-V/def2-TZVPD

Last column: Löwdin charge in e.
CARTESIAN COORDINATES (ANGSTROEM)
B: -1.560032 -0.292184 -1.368538  -0.88
C: 0.033651 0.217634 0.622866  -0.06
C: -1.193849 0.837279 -0.422706  0.01
C: 1.255590 0.659284 1.052788  -0.15
C: 2.356548 -0.126934 1.818858  -0.09
O: -1.188831 -0.020736 -2.597071  0.21
O: -2.248437 -1.378733 -1.136452  0.22
H: -0.170879 -0.681773 1.162630  0.07
H: -0.731196 1.691768 -0.866097  0.08
H: -1.973485 1.139935 0.421150  0.14
H: 1.591785 1.513522 0.560833  0.06
H: 2.050797 -1.101184 1.999241  0.03
H: 2.668253 0.189747 2.817407  0.07
H: 3.198620 -0.337513 1.177513  0.06
H: -1.330944 -0.573445 -3.374454  0.12
H: -2.757591 -1.736667 -1.867966  0.12

Cartesian forces, eV/Å:
B 0.000 1.169 -0.317
C 0.491 0.812 0.287
C 1.841 -0.325 6.428
C -1.104 -1.261 -1.102
C -1.076 0.900 -0.437
O 1.376 1.216 -3.769
O -2.084 -2.600 1.754
H -1.054 -0.916 -0.182
H -0.103 0.558 -0.440
H 1.309 -0.529 -2.114
H 0.806 1.773 -0.461
H -1.242 -2.048 0.393
H 0.027 0.777 -0.386
H 0.554 0.725 -0.239
H -0.074 -0.150 0.562
H 0.333 -0.100 0.023

SMILES: C/C=C/CB(O)O
Charge: 0
Energy above the lowest of the compared OMol25 structures with the same formula, charge and spin (kcal/mol): 40.2
E (Eh): -333.16296



Molecular formula: C4H7I3O
Method: DFT, ωB97M-V/def2-TZVPD

Last column: Löwdin charge in e.
CARTESIAN COORDINATES (ANGSTROEM)
C: 2.160765 -0.299868 0.521051  -0.21
C: 0.779337 -0.000304 1.028428  -0.13
C: -1.015261 -0.460680 -1.156238  -0.74
C: -2.260239 -0.180912 -1.522814  -0.98
O: -3.245005 -1.039443 -1.757319  -0.17
I: -0.362581 -2.456687 -1.275162  0.87
I: -2.846136 1.899879 -1.037469  0.73
I: -3.150257 -0.625139 1.548641  0.25
H: 2.161699 -1.422922 0.175727  0.05
H: 2.501924 0.335585 -0.318498  0.08
H: 2.901843 -0.215139 1.254086  0.03
H: 0.092535 -0.871695 1.324334  0.02
H: 0.884147 0.921252 1.663641  0.07
H: -0.350210 0.178722 -0.624656  -0.04
H: -4.243114 -0.788411 -1.833362  0.17

Cartesian forces, eV/Å:
C -1.452 -2.942 -2.468
C 0.996 0.102 1.964
C -0.926 -1.472 -0.993
C -0.704 1.668 1.501
O -2.145 -0.479 -0.965
I -0.188 0.269 -0.075
I 0.140 -0.949 -0.455
I -0.101 -0.039 0.400
H 0.354 2.158 0.341
H -0.365 -0.247 0.211
H 1.071 0.236 1.450
H 1.055 1.714 -0.403
H -1.218 -0.878 -0.505
H 0.328 0.638 -0.251
H 3.154 0.221 0.249

Charge: 0
Energy above the lowest of the compared OMol25 structures with the same formula, charge and spin (kcal/mol): 17.3
E (Eh): -1124.75799



Molecular formula: C15H24ClF4N2OPRu
Method: DFT, ωB97M-V/def2-TZVPD

Last column: Löwdin charge in e.
CARTESIAN COORDINATES (ANGSTROEM)
Ru: -0.191724 1.010321 0.788085  1.08
C: -1.492107 -0.782845 4.676183  -0.06
C: -1.052515 0.011440 3.445838  -0.27
N: -1.345967 -0.624385 2.149249  -0.23
C: -2.770751 -0.603672 1.787461  -0.22
C: -3.010112 0.389080 0.648431  -0.10
C: -0.727261 -1.934314 1.948783  -0.16
C: 0.786902 -1.848247 1.721870  -0.20
N: 1.039022 -0.931893 0.646914  -0.03
C: 2.144983 -0.956113 -0.087116  -0.18
C: 2.216355 -0.062344 -1.195915  -0.13
F: 1.156262 0.789561 -1.338150  0.00
C: 3.277437 -0.039596 -2.073715  -0.22
F: 3.271895 0.810512 -3.097451  0.11
C: 4.369311 -0.881406 -1.888030  0.10
C: 4.365627 -1.719723 -0.781581  -0.21
F: 5.426220 -2.484105 -0.543884  0.12
C: 3.297072 -1.774895 0.098237  -0.12
F: 3.378645 -2.584669 1.163800  0.10
H: -1.385910 -0.156767 5.556216  0.09
H: -0.873585 -1.663216 4.828097  0.08
H: -2.528686 -1.098362 4.599569  0.08
H: 0.029315 0.185632 3.510110  0.08
H: -1.549227 0.991074 3.445699  0.12
H: -3.383920 -0.329552 2.649422  0.12
H: -3.093703 -1.594819 1.460639  0.13
H: -2.897324 1.420854 1.001229  0.05
H: -4.016904 0.280224 0.250687  0.09
H: -2.304594 0.199093 -0.183613  0.07
H: -1.167356 -2.374261 1.048068  0.13
H: -0.929687 -2.596309 2.798680  0.13
H: 1.142447 -2.857428 1.481764  0.13
H: 1.308307 -1.522902 2.634018  0.13
H: 5.203894 -0.867165 -2.570782  0.14
Cl: 1.253157 2.366838 1.995467  0.03
C: 0.352327 4.880520 -0.787666  -0.15
P: -1.208639 4.116972 -0.244589  0.58
C: -1.438677 4.494945 1.529138  -0.18
C: -2.602917 4.872303 -1.144839  -0.15
O: -1.214331 2.634257 -0.499923  -0.48
H: 0.329329 5.959739 -0.664180  0.06
H: 0.511607 4.629929 -1.836444  0.06
H: 1.170490 4.466823 -0.197010  0.03
H: -1.371560 5.562877 1.708624  0.06
H: -0.659722 3.989036 2.101057  -0.03
H: -2.414148 4.133772 1.850978  0.05
H: -2.614086 5.949494 -1.009017  0.06
H: -3.533434 4.448166 -0.770154  0.06
H: -2.507440 4.635062 -2.202507  0.06

Cartesian forces, eV/Å:
Ru 1.290 -3.413 -0.277
C 0.063 0.019 -0.315
C 0.119 -0.010 0.966
N 1.151 2.060 -0.788
C -0.628 0.272 -0.467
C 0.045 -0.080 0.356
C 0.851 -0.434 -0.360
C -0.459 -0.209 0.623
N -3.380 2.881 0.763
C 2.205 0.421 -1.376
C -0.152 -0.467 0.657
F 0.517 -0.019 -0.390
C 0.168 -0.218 0.202
F -0.111 0.100 -0.074
C -0.409 0.041 0.329
C -0.225 0.249 -0.299
F 0.011 -0.125 0.048
C -0.541 0.538 -0.073
F 0.047 -0.011 -0.061
H -0.023 0.073 0.102
H 0.037 -0.088 0.022
H -0.159 -0.038 0.073
H -0.270 0.058 -0.089
H 0.159 -0.183 -0.069
H 0.119 -0.065 -0.011
H 0.163 0.022 0.174
H -0.022 -0.207 -0.172
H -0.025 -0.010 -0.112
H -0.227 0.049 0.051
H 0.034 0.079 0.165
H -0.132 0.081 -0.105
H -0.034 0.197 0.053
H -0.077 -0.175 -0.041
H 0.058 0.036 -0.011
Cl -0.617 -0.903 -0.501
C -0.537 -0.334 0.157
P -0.103 1.739 0.429
C 0.132 -0.184 -0.646
C 0.602 -0.306 0.302
O 0.629 -1.952 0.869
H -0.043 0.106 0.001
H -0.019 0.027 -0.011
H -0.051 -0.029 0.029
H -0.039 0.184 -0.002
H -0.064 0.100 -0.077
H -0.090 0.012 -0.036
H 0.010 0.131 0.012
H 0.008 -0.021 0.031
H 0.020 0.009 -0.051

Charge: +1
Multiplicity: 2
Energy above the lowest of the compared OMol25 structures with the same formula, charge and spin (kcal/mol): 64.4
E (Eh): -2066.34504
<S²>: 0.79



Molecular formula: C3H8N
Method: DFT, ωB97M-V/def2-TZVPD

Last column: Löwdin charge in e.
CARTESIAN COORDINATES (ANGSTROEM)
C: 0.804578 -1.039503 -0.544068  -0.12
C: -0.051254 -0.004268 0.207452  -0.50
C: -1.205034 -0.333573 0.888202  -0.10
N: 0.142137 1.456217 -0.027016  0.12
H: 1.858216 -1.130617 -0.288505  0.05
H: 0.462013 -2.037019 -0.252169  0.06
H: 0.775371 -1.017933 -1.654564  0.07
H: -1.861177 0.150972 1.647299  0.01
H: -1.603876 -1.382236 0.406128  0.07
H: 0.417145 1.435400 -0.980712  0.09
H: 0.941605 1.839334 0.471167  0.14
H: -0.679725 2.063226 0.126786  0.11

Cartesian forces, eV/Å:
C -0.582 0.365 -0.148
C 0.072 -0.694 1.844
C -1.704 -3.092 -1.734
N 1.438 -0.633 0.570
H 0.238 0.654 0.197
H -0.467 0.255 -0.060
H -0.204 0.314 0.285
H 1.030 -0.182 -0.863
H 0.488 2.309 1.797
H 0.297 0.955 -1.958
H -0.158 0.064 0.161
H -0.448 -0.315 -0.092

Charge: 0
Multiplicity: 2
Energy above the lowest of the compared OMol25 structures with the same formula, charge and spin (kcal/mol): 63.6
E (Eh): -173.67975
<S²>: 0.75



Repeat the fourth record exactly.
Molecular formula: C3H8N
Method: DFT, ωB97M-V/def2-TZVPD

Last column: Löwdin charge in e.
CARTESIAN COORDINATES (ANGSTROEM)
C: 0.804578 -1.039503 -0.544068  -0.12
C: -0.051254 -0.004268 0.207452  -0.50
C: -1.205034 -0.333573 0.888202  -0.10
N: 0.142137 1.456217 -0.027016  0.12
H: 1.858216 -1.130617 -0.288505  0.05
H: 0.462013 -2.037019 -0.252169  0.06
H: 0.775371 -1.017933 -1.654564  0.07
H: -1.861177 0.150972 1.647299  0.01
H: -1.603876 -1.382236 0.406128  0.07
H: 0.417145 1.435400 -0.980712  0.09
H: 0.941605 1.839334 0.471167  0.14
H: -0.679725 2.063226 0.126786  0.11

Cartesian forces, eV/Å:
C -0.582 0.365 -0.148
C 0.072 -0.694 1.844
C -1.704 -3.092 -1.734
N 1.438 -0.633 0.570
H 0.238 0.654 0.197
H -0.467 0.255 -0.060
H -0.204 0.314 0.285
H 1.030 -0.182 -0.863
H 0.488 2.309 1.797
H 0.297 0.955 -1.958
H -0.158 0.064 0.161
H -0.448 -0.315 -0.092

Charge: 0
Multiplicity: 2
Energy above the lowest of the compared OMol25 structures with the same formula, charge and spin (kcal/mol): 63.6
E (Eh): -173.67975
<S²>: 0.75



Look up the E of the first one. -333.16296 Eh



The lowest E belongs to which entry? C15H24ClF4N2OPRu